(1)
ORCA calculation (ωB97M-V/def2-TZVPD) on a structure of composition C16H37N3OS2Si2W.

Output
HOMO	-13.92	eV
Kohn-Sham gap	0.288	hartree
charge	+2
maximum force	0.37	eV/A
electronic energy	-62949.0016	eV
energy above the lowest of the compared OMol25 structures with the same formula, charge and spin	16.77	kJ/mol

Positions of all 62 atoms, in Å:
W -0.17 0.03 -0.15
S 1.73 -0.80 1.26
C 3.21 -0.90 0.44
N 4.31 -1.25 1.10
C 5.58 -1.22 0.38
C 5.23 -1.26 -1.11
S 3.52 -0.64 -1.24
H 4.27 -1.38 2.10
H 6.18 -2.09 0.66
H 6.13 -0.32 0.65
H 5.27 -2.26 -1.51
H 5.88 -0.61 -1.70
C -1.50 -1.64 3.22
C -1.79 -2.07 1.80
C -1.22 -3.42 1.44
O -1.21 -1.08 0.90
H -1.92 -2.36 3.92
H -1.94 -0.66 3.44
H -0.42 -1.59 3.39
H -2.86 -2.04 1.60
H -0.15 -3.46 1.66
H -1.39 -3.65 0.39
H -1.71 -4.19 2.04
C -0.88 3.24 -3.12
Si -0.66 1.51 -2.47
C -0.39 0.37 -3.92
C -2.21 0.98 -1.48
C 0.83 1.44 -1.20
Si 0.78 2.71 0.22
C -0.66 2.08 1.33
C 2.40 2.70 1.12
C 0.32 4.45 -0.21
H -1.56 3.20 -3.97
H 0.09 3.59 -3.50
H -1.25 3.97 -2.41
H -0.85 0.80 -4.81
H -0.84 -0.61 -3.76
H 0.67 0.23 -4.13
H -2.89 0.67 -2.29
H -2.68 1.82 -0.96
H -2.30 0.09 -0.83
H 1.71 1.60 -1.82
H -0.88 1.04 1.60
H -1.60 2.53 1.03
H -0.38 2.47 2.31
H 2.55 1.78 1.69
H 2.43 3.54 1.82
H 3.23 2.82 0.43
H -0.72 4.58 -0.52
H 0.97 4.86 -0.98
H 0.46 5.05 0.69
C 2.06 -4.12 -2.77
N 0.86 -3.30 -3.00
C 0.08 -3.54 -4.23
C 0.54 -2.36 -2.18
N 0.25 -1.50 -1.45
H 2.80 -3.91 -3.55
H 1.78 -5.17 -2.80
H 2.47 -3.88 -1.80
H 0.64 -3.19 -5.10
H -0.87 -3.03 -4.17
H -0.10 -4.61 -4.32

---

(2)
ORCA calculation (ωB97M-V/def2-TZVPD) on a structure of composition C16H37NSi4Zn in a non-equilibrium geometry.

Output
HOMO (spin up / spin down)	1.13 / 1.13	eV
Kohn-Sham gap (spin up / spin down)	0.133 / 0.133	hartree
charge	-2
maximum force	2.55	eV/A
electronic energy	-98607.0698	eV

Positions of all 59 atoms, in Å:
C -1.24 -4.14 0.30
C -2.23 -3.57 1.16
C -1.58 -2.67 2.05
C -0.18 -2.70 1.75
C 0.02 -3.62 0.68
Zn -1.42 -1.63 -0.18
N -0.26 -1.53 -1.76
C -2.86 -1.17 -1.94
C -3.42 -1.44 -0.70
H -2.03 -2.16 2.91
H -3.29 -3.85 1.20
H 0.60 -2.25 2.35
H 0.99 -3.94 0.30
H -1.41 -4.95 -0.42
H -4.03 -2.35 -0.61
H -2.89 -1.93 -2.73
H -0.20 -2.12 -2.64
H -3.71 -0.64 0.00
H -2.54 -0.17 -2.25
C -2.02 1.67 2.20
Si -0.15 1.34 1.97
C 0.79 3.01 2.06
C 0.40 0.34 3.52
Si 0.15 0.19 -0.18
Si -0.30 1.87 -1.73
C 0.85 3.38 -1.74
C -0.13 1.05 -3.43
C -2.05 2.56 -1.44
Si 2.44 -0.30 -0.27
C 3.56 1.24 -0.40
C 3.09 -1.32 1.20
C 2.67 -1.34 -1.84
H -2.17 2.15 3.18
H -2.60 0.74 2.21
H -2.45 2.33 1.43
H 0.62 3.44 3.06
H 1.88 2.90 1.96
H 0.47 3.75 1.31
H -0.16 -0.59 3.65
H 1.47 0.07 3.51
H 0.23 0.96 4.41
H 1.89 3.14 -1.97
H 0.45 4.03 -2.54
H 0.84 3.96 -0.81
H -0.77 0.17 -3.54
H -0.41 1.82 -4.17
H 0.91 0.73 -3.63
H -2.83 1.79 -1.36
H -2.11 3.20 -0.54
H -2.28 3.18 -2.31
H 3.49 1.91 0.47
H 4.59 0.86 -0.43
H 3.38 1.85 -1.29
H 2.59 -2.29 1.32
H 4.15 -1.52 0.99
H 3.03 -0.80 2.17
H 2.08 -2.27 -1.80
H 2.34 -0.82 -2.76
H 3.74 -1.58 -1.92

---

(3)
ORCA calculation (ωB97M-V/def2-TZVPD) on a structure of composition C16H38B5NO10 in a non-equilibrium geometry.

Output
HOMO	-9.11	eV
Kohn-Sham gap	0.343	hartree
charge	0
maximum force	2.32	eV/A
electronic energy	-42563.3662	eV

Positions of all 70 atoms, in Å:
C -2.75 -0.09 -6.36
C -2.55 -1.58 -6.02
O -3.81 -2.25 -5.77
B -3.72 -2.63 -4.41
O -3.02 -3.84 -4.09
B -4.32 -1.74 -3.13
O -5.28 -2.21 -2.19
B -4.65 -1.99 -0.95
O -3.24 -1.77 -0.97
B -3.06 -0.55 -1.70
B -2.01 0.63 -1.13
O -0.74 0.20 -0.60
N -2.33 2.05 -1.10
C -2.77 2.57 -2.40
C -1.26 2.89 -0.53
O -3.83 -0.42 -2.89
H -3.40 0.34 -5.59
H -1.81 0.47 -6.35
H -3.21 -0.02 -7.36
H -1.92 -1.64 -5.11
H -2.08 -2.13 -6.85
H -2.21 -3.53 -3.67
H -5.28 -1.94 0.06
H -0.15 0.17 -1.35
H -2.01 2.50 -3.20
H -3.70 2.12 -2.76
H -2.98 3.65 -2.27
H -1.12 2.62 0.52
H -1.59 3.94 -0.63
H -0.33 2.77 -1.10
C 0.75 -1.97 1.78
C 1.97 -2.47 1.05
O 1.97 -2.63 -0.15
C 3.20 -2.75 1.87
H -0.05 -1.80 1.07
H 0.43 -2.71 2.51
H 0.98 -1.02 2.28
H 2.98 -3.52 2.61
H 3.53 -1.84 2.38
H 4.00 -3.10 1.22
C 3.02 -2.05 6.65
C 3.45 -1.27 5.44
O 2.75 -1.20 4.45
C 4.79 -0.58 5.51
H 2.04 -2.49 6.46
H 3.73 -2.85 6.85
H 2.94 -1.39 7.51
H 5.58 -1.31 5.66
H 4.79 0.15 6.33
H 4.97 -0.05 4.57
C 1.28 3.39 -6.37
C 1.19 1.94 -6.78
O 0.14 1.36 -6.79
C 2.47 1.26 -7.17
H 0.29 3.76 -6.11
H 1.93 3.49 -5.49
H 1.68 3.99 -7.19
H 3.17 1.26 -6.33
H 2.92 1.76 -8.03
H 2.26 0.22 -7.44
C -0.05 0.78 7.38
C 0.97 1.17 8.41
O 1.66 0.34 8.97
C 1.10 2.64 8.73
H -0.03 -0.30 7.25
H -1.05 1.08 7.70
H 0.19 1.25 6.42
H 0.15 3.02 9.11
H 1.39 3.19 7.84
H 1.87 2.78 9.49

---

(4)
ORCA calculation (ωB97M-V/def2-TZVPD) on a cluster of 3 separate species, C16H38BO11P2 in total in a non-equilibrium geometry.

Output
HOMO	-5.00	eV
Kohn-Sham gap	0.207	hartree
charge	-1
maximum force	7.81	eV/A
electronic energy	-58986.0842	eV

Positions of all 68 atoms, in Å:
B -5.53 -1.17 -9.11
C -4.23 -0.92 -8.08
C -3.32 -2.13 -7.88
O -3.11 -2.86 -8.77
O -2.62 -2.43 -6.67
C -3.24 -1.96 -5.53
C -2.84 -0.52 -5.09
O -4.02 -2.57 -4.89
H -5.37 -2.10 -9.86
H -5.73 -0.15 -9.73
H -6.48 -1.43 -8.39
H -3.63 -0.11 -8.54
H -4.65 -0.50 -7.15
H -2.66 -0.47 -4.01
H -3.70 0.12 -5.35
H -1.93 -0.20 -5.62
O -1.31 -3.22 2.03
P -1.16 -2.91 0.57
O 0.48 -2.92 0.40
C 1.17 -4.16 0.55
C 0.89 -5.11 -0.59
O -1.41 -1.28 0.61
C -2.01 -0.66 1.74
C -0.96 -0.18 2.72
O -1.38 -2.81 -1.10
C -2.36 -3.68 -1.69
C -3.72 -3.54 -1.04
H 0.91 -4.62 1.51
H 2.23 -3.92 0.58
H -0.13 -5.49 -0.54
H 1.57 -5.97 -0.56
H 1.00 -4.61 -1.56
H -2.73 -1.32 2.22
H -2.57 0.20 1.36
H -0.26 -0.97 2.98
H -1.43 0.19 3.63
H -0.37 0.63 2.28
H -2.01 -4.72 -1.62
H -2.42 -3.43 -2.74
H -3.70 -3.87 0.00
H -4.46 -4.14 -1.57
H -4.04 -2.50 -1.05
O 4.13 4.73 2.85
P 3.67 3.79 3.93
O 3.08 4.84 5.05
C 1.92 5.59 4.73
C 0.67 4.72 4.68
O 5.12 3.44 4.63
C 6.34 3.71 3.95
C 6.89 5.07 4.33
O 3.04 2.47 4.77
C 2.34 1.47 4.01
C 3.17 0.92 2.86
H 2.06 6.13 3.79
H 1.80 6.33 5.52
H 0.69 4.08 3.79
H -0.23 5.33 4.62
H 0.61 4.07 5.55
H 6.23 3.61 2.87
H 7.05 2.93 4.26
H 6.14 5.85 4.21
H 7.76 5.32 3.73
H 7.18 5.08 5.39
H 1.40 1.89 3.63
H 2.09 0.67 4.70
H 3.37 1.70 2.11
H 2.64 0.11 2.37
H 4.13 0.56 3.22

---

(5)
ORCA calculation (ωB97M-V/def2-TZVPD) on a cluster of 3 separate species, C16H38ClNOP in total.

Output
HOMO	-2.65	eV
Kohn-Sham gap	0.189	hartree
charge	-1
maximum force	0.78	eV/A
electronic energy	-42558.7763	eV
energy above the lowest of the compared OMol25 structures with the same formula, charge and spin	133.52	kJ/mol

Positions of all 58 atoms, in Å:
C 7.71 1.14 0.45
P 7.45 -0.42 -0.56
O 7.41 -1.52 0.78
N 5.94 -0.44 -1.10
C 4.98 0.56 -0.72
C 4.45 0.38 0.72
C 3.31 -0.60 0.88
Cl 1.87 -0.20 -0.11
H 8.65 1.61 0.16
H 6.92 1.90 0.37
H 7.79 0.87 1.51
H 8.30 -1.85 0.86
H 5.32 1.60 -0.82
H 4.12 0.48 -1.40
H 5.27 -0.04 1.31
H 4.18 1.34 1.18
H 3.64 -1.61 0.64
H 2.96 -0.59 1.91
C -0.19 1.37 -2.63
C -1.12 0.19 -2.36
C -2.16 -0.04 -3.46
C -3.14 1.12 -3.67
C -3.92 1.53 -2.42
C -4.81 0.42 -1.86
H -0.73 2.32 -2.69
H 0.54 1.45 -1.82
H 0.36 1.23 -3.56
H -1.63 0.34 -1.40
H -0.52 -0.71 -2.26
H -2.73 -0.95 -3.23
H -1.65 -0.24 -4.40
H -3.85 0.85 -4.45
H -2.59 1.99 -4.04
H -4.54 2.39 -2.66
H -3.23 1.87 -1.64
H -5.52 0.08 -2.61
H -5.37 0.77 -0.99
H -4.22 -0.45 -1.55
C -4.08 -2.45 3.36
C -4.01 -1.07 2.72
C -3.17 -1.02 1.45
C -1.69 -1.39 1.63
C -0.94 -0.53 2.64
C -0.89 0.94 2.26
H -3.09 -2.80 3.67
H -4.71 -2.45 4.24
H -4.49 -3.18 2.66
H -3.62 -0.35 3.45
H -5.02 -0.74 2.48
H -3.24 -0.02 1.01
H -3.60 -1.71 0.71
H -1.19 -1.31 0.66
H -1.61 -2.44 1.92
H 0.09 -0.91 2.71
H -1.37 -0.64 3.64
H -0.44 1.05 1.27
H -0.30 1.52 2.97
H -1.89 1.38 2.22

---

(6)
ORCA calculation (ωB97M-V/def2-TZVPD) on a structure of composition C16H38F3O6Zn in a non-equilibrium geometry.

Output
HOMO	-11.79	eV
Kohn-Sham gap	0.324	hartree
charge	+1
maximum force	1.70	eV/A
electronic energy	-86059.1197	eV
energy above the lowest of the compared OMol25 structures with the same formula, charge and spin	0.00	kJ/mol

Positions of all 64 atoms, in Å:
Zn 0.12 0.81 0.58
C -0.15 -1.15 -1.82
O 0.45 -2.30 -1.22
O -0.39 -0.22 -0.94
C 0.74 -0.74 -3.01
F -0.01 -0.02 -3.88
F 1.78 0.06 -2.64
F 1.23 -1.80 -3.65
C -0.29 -3.49 -1.34
C 0.51 -4.66 -0.80
H -0.13 -5.50 -0.56
H 1.22 -4.98 -1.56
H 0.98 -4.41 0.15
H -0.51 -3.71 -2.39
H -1.28 -3.37 -0.87
H -1.07 -1.47 -2.36
C -0.93 -2.36 3.03
C 0.09 -1.25 3.03
C 1.31 -1.58 3.86
O 0.47 -0.88 1.67
H -1.35 -2.50 4.04
H -0.43 -3.32 2.90
H -1.74 -2.29 2.31
H -0.34 -0.34 3.45
H 2.09 -0.83 3.79
H 1.76 -2.53 3.53
H 1.01 -1.68 4.90
H 0.91 -1.63 1.24
C -1.77 4.20 -1.43
C -1.00 2.94 -1.70
C -0.18 3.06 -2.97
O -0.09 2.74 -0.55
H -2.41 4.50 -2.26
H -1.08 5.05 -1.34
H -2.40 4.17 -0.54
H -1.55 2.00 -1.76
H 0.25 4.06 -3.10
H -0.82 2.88 -3.83
H 0.65 2.35 -2.97
H 0.66 3.33 -0.69
C -3.94 0.98 2.24
C -2.97 0.47 1.15
C -3.55 0.61 -0.24
O -1.74 1.27 1.22
H -3.43 1.63 2.96
H -4.36 0.17 2.83
H -4.74 1.58 1.82
H -2.75 -0.56 1.42
H -2.82 0.26 -0.97
H -3.74 1.66 -0.44
H -4.49 0.06 -0.31
H -1.98 2.12 1.61
C 3.66 -0.46 0.85
C 3.52 0.87 0.15
C 4.34 0.99 -1.13
O 2.10 1.03 -0.23
H 2.86 -1.10 0.50
H 3.52 -0.34 1.93
H 4.63 -0.92 0.70
H 3.77 1.74 0.77
H 4.37 2.02 -1.49
H 4.00 0.28 -1.88
H 5.38 0.72 -0.92
H 2.05 1.78 -0.84

---

(7)
ORCA calculation (ωB97M-V/def2-TZVPD) on a cluster of 4 separate species, C16H38N2O8 in total in a non-equilibrium geometry.

Output
HOMO	-9.14	eV
SMILES string	CO[C@@H](CN)N=C=O.COCCOC.COCCOC.COCCOC
Kohn-Sham gap	0.366	hartree
charge	0
maximum force	1.74	eV/A
electronic energy	-36563.3106	eV
energy above the lowest of the compared OMol25 structures with the same formula, charge and spin	0.00	kJ/mol

Positions of all 64 atoms, in Å:
C 3.75 4.94 3.51
O 3.05 5.77 2.57
C 3.24 7.16 2.83
C 4.71 7.69 2.53
N 5.37 7.92 3.84
N 2.23 7.89 1.96
C 1.12 7.69 2.48
O 0.13 7.51 3.06
H 3.22 4.80 4.50
H 3.81 3.92 3.04
H 4.81 5.27 3.73
H 3.01 7.46 3.90
H 5.31 6.88 2.02
H 4.67 8.60 1.87
H 6.38 7.75 3.79
H 5.18 8.86 4.20
C 2.28 -1.05 2.29
O 2.01 -1.58 3.58
C 2.97 -1.16 4.55
C 2.40 -0.08 5.45
O 2.22 1.14 4.75
C 0.85 1.39 4.44
H 1.43 -1.30 1.64
H 2.38 0.04 2.31
H 3.18 -1.51 1.88
H 3.89 -0.82 4.06
H 3.21 -2.04 5.15
H 3.12 0.12 6.25
H 1.47 -0.41 5.92
H 0.29 1.60 5.36
H 0.40 0.54 3.92
H 0.80 2.26 3.79
C -2.46 -1.10 -2.70
O -2.45 -2.44 -2.23
C -1.13 -2.95 -2.08
C -0.72 -3.01 -0.62
O -0.53 -1.70 -0.09
C -1.60 -1.29 0.74
H -3.48 -0.73 -2.66
H -1.83 -0.45 -2.08
H -2.11 -1.06 -3.74
H -0.41 -2.37 -2.67
H -1.14 -3.97 -2.48
H 0.24 -3.52 -0.55
H -1.45 -3.57 -0.03
H -1.60 -1.88 1.66
H -2.56 -1.39 0.23
H -1.45 -0.24 1.00
C -4.46 -4.17 -4.13
O -4.50 -5.44 -4.77
C -5.44 -5.48 -5.84
C -4.74 -5.42 -7.19
O -4.17 -4.13 -7.42
C -2.77 -4.13 -7.25
H -3.64 -4.18 -3.42
H -4.30 -3.37 -4.85
H -5.39 -4.00 -3.58
H -6.18 -4.68 -5.75
H -5.97 -6.44 -5.76
H -5.49 -5.58 -7.98
H -3.99 -6.21 -7.28
H -2.29 -4.70 -8.05
H -2.48 -4.54 -6.28
H -2.42 -3.10 -7.31